99
Properties=species:S:1:pos:R:3:forces:R:3 method="wB97M-V/def2-TZVPD" homo_ev=-9.53 spin_multiplicity=1 relative_energy_ev=2.104 smiles=CC(C)O.CC(C)O.CC(C)O.CC(C)O.CC(C)O.CC(C)O.CCO.CCO.CCO
H 2.336511 5.633923 -1.299211 0.0 0.1 -0.1
H -2.126631 -1.061442 3.762159 -0.1 0.1 0.2
H -1.506948 3.308614 3.156664 -0.2 0.2 0.1
H -0.634837 0.487095 -1.547379 0.1 0.2 0.3
H 1.578599 -5.816951 -5.394576 0.2 0.1 0.1
H -3.903131 2.515795 2.861379 0.5 -0.3 -0.1
C 1.258428 4.007761 -0.377476 0.5 -0.1 0.9
O 0.248596 -5.065058 0.353680 0.5 0.6 -0.2
O -0.282162 -1.543949 5.689533 0.2 1.5 0.7
O -0.688317 -0.039122 -5.033900 0.9 -0.1 0.2
H 5.655065 0.441124 -3.734635 -0.4 -0.1 -0.1
C 1.961910 -4.117706 -3.944770 -1.4 0.0 -0.9
C -2.985899 0.303089 -4.933792 -1.3 0.3 -0.1
H 4.984268 0.709489 -0.013539 0.1 0.1 -0.2
H 6.250160 1.069414 -2.218007 0.1 -0.1 0.1
O 4.664052 -1.071762 -1.913623 0.2 -2.3 0.2
H -1.731541 0.903946 6.016400 0.1 0.2 0.6
H 2.179042 -2.246164 -2.893260 0.3 -0.1 0.1
H 1.961849 3.165443 1.593218 -0.5 -0.3 -0.4
H -0.591138 4.171755 4.435682 0.2 0.0 -0.2
H 3.746993 1.798250 -0.782603 0.3 0.4 0.5
H 3.265897 0.299980 -0.092731 0.1 -0.3 -0.1
H 1.193274 -2.790532 3.847800 0.2 0.2 -0.4
H -0.360992 1.215966 1.973505 0.0 -0.4 0.6
H -4.120888 -0.315760 1.205437 -0.4 0.2 -0.7
C -1.738637 0.196796 -4.125933 -0.2 0.5 0.1
O -0.119473 1.327429 1.051084 0.5 -0.3 -1.1
H 0.220440 3.214573 3.091725 0.2 0.6 0.1
C 0.309050 0.192321 -1.088811 0.8 0.3 0.8
C -1.804865 1.877374 5.531458 0.0 -0.2 -0.5
H -1.542428 1.098225 -3.545394 -0.1 0.5 -0.3
C 1.312464 5.333799 -1.077025 -0.1 0.1 0.0
O -0.080631 3.793573 -0.067947 -1.3 0.3 -0.6
H -3.258842 -0.614485 -5.455001 0.2 -0.2 0.3
H -2.832750 -2.006834 5.131259 0.2 0.4 0.2
H -2.724973 1.803617 4.951746 0.0 0.1 -0.4
C -0.616452 3.297529 3.785149 -0.2 -0.7 -0.6
H 4.978684 1.953022 -3.037142 0.2 0.1 -0.4
H 0.842157 6.047061 -0.400150 0.1 0.3 -0.1
H -1.613162 -3.292090 0.874211 0.5 -0.4 0.5
H 1.120730 0.869095 -1.355734 -0.3 0.6 -0.1
H -3.814738 0.600782 -4.291521 -0.2 -0.2 0.1
H -5.326368 1.657469 2.358222 -0.1 0.0 -0.3
H -3.234414 2.638896 0.296314 0.9 -0.4 0.6
H 3.332916 0.320578 -2.559379 -0.4 0.0 -0.1
C -0.073796 -3.952608 -0.499884 -1.0 -0.5 -0.2
H 0.636496 -3.131193 -0.405808 0.1 -0.2 0.6
C 1.999691 4.050413 0.958002 0.9 0.3 0.2
C -3.371575 0.400363 0.868106 1.1 1.8 0.1
H -0.144615 -5.843569 -0.047462 0.0 -0.1 0.0
C -4.566757 2.357954 2.011205 0.6 0.6 0.7
C 1.381130 -4.754612 -5.251309 -1.0 1.4 0.9
C -0.726362 -2.433878 4.707204 0.0 -0.5 -0.9
O -0.607511 0.920009 3.721547 0.3 -0.1 -0.3
H 1.658020 -4.623181 -3.028119 -0.5 -0.2 0.0
H 0.333708 2.078970 5.162870 0.1 -0.5 0.3
H -2.814902 0.167672 -0.039678 -0.6 -0.5 -0.3
H 0.644277 -2.294677 -3.675474 -0.1 -0.3 -0.5
H -0.167816 -3.226348 2.792517 0.2 0.0 -0.2
H -0.735976 -3.422096 5.167028 -0.3 -0.3 -0.2
H -0.526723 -0.660039 0.655010 -0.1 -0.2 0.4
H -2.535911 -2.764630 3.629586 0.1 0.0 -0.3
H 3.506010 -5.202330 -4.033315 0.3 0.0 -0.1
H 2.169898 -2.121670 -4.638810 -0.3 0.3 -0.1
H -2.944600 1.050661 -5.725953 0.4 0.2 0.1
C -2.127023 -2.009189 4.300569 -0.2 -0.8 -0.1
H -2.587235 0.300528 1.618404 0.0 0.5 0.4
H -0.190877 2.913457 0.299250 0.0 -0.5 0.2
H 0.409389 -1.901920 6.250975 0.1 -0.2 -0.2
H 0.022987 0.544806 -4.760620 0.3 -0.2 -0.2
H -4.993394 3.351747 1.875425 -0.4 0.0 -0.2
H -2.298872 -4.216698 -0.365833 0.3 -0.1 -0.6
H -1.972886 2.709351 6.215323 0.4 -0.2 0.2
H -0.570615 0.148093 4.291104 0.2 -0.5 0.1
C -1.490615 -3.507529 -0.187238 -0.5 1.0 1.1
H 0.654609 -0.719971 -1.575034 -0.3 -0.5 0.4
H -5.239598 2.692467 -0.414842 -0.1 0.0 -0.1
H 4.887189 -1.354917 -2.803371 0.1 -0.5 0.0
H 0.304421 -4.589261 -5.289527 -0.2 -0.3 0.1
H -1.826097 -0.538480 -3.326047 0.1 -0.7 -0.3
H -1.773051 -2.511364 -0.527790 0.1 -0.1 -1.0
C 0.250094 0.080819 0.465850 -0.8 -0.2 -1.4
H 0.236951 -1.504059 2.975385 0.2 0.0 0.1
C 4.087453 0.774135 -0.629685 -0.6 0.7 0.0
C 0.219142 -2.471560 3.477108 -0.8 -0.4 1.0
C 1.681854 -2.607030 -3.793634 0.5 -0.5 0.1
O 3.332692 -4.258609 -4.064216 1.9 0.1 0.3
C 4.273704 0.234020 -2.015756 0.6 0.8 -0.5
H 1.640240 3.243081 -1.053924 0.2 -0.4 0.0
H 3.071140 4.238374 0.888950 0.1 0.3 -0.4
C -3.905067 1.890926 0.719227 -0.6 -1.6 1.2
O -4.945668 1.799938 -0.218352 -0.8 -0.4 -1.2
H 0.715308 5.270982 -1.986724 0.1 0.1 -0.1
C -0.594405 2.028325 4.593533 -1.0 0.9 1.0
H 1.196958 -0.312195 0.836109 0.1 0.2 0.2
H 1.563032 4.866798 1.533284 0.0 0.1 0.1
H -0.002829 -4.261957 -1.542655 0.0 -0.1 -0.1
H 1.747655 -4.141474 -6.074614 0.4 -0.3 -0.1
C 5.349859 0.951222 -2.820985 -0.1 1.1 0.6

---

108
Properties=species:S:1:pos:R:3:forces:R:3 method="wB97M-V/def2-TZVPD" homo_ev=-10.42 spin_multiplicity=1 total_charge=+1
C -2.057166 -3.786434 0.632701 0.1 0.3 -0.2
H -5.058997 8.078965 0.117892 0.0 0.1 -0.1
H -1.173975 -0.927397 1.612208 0.2 0.0 0.0
C -4.207430 2.386054 -1.960949 0.2 0.1 0.3
O 5.026314 -0.689122 -3.070669 0.2 0.0 0.0
H -5.953638 0.511709 -3.996598 0.1 0.0 0.0
H 4.553939 -5.550649 -0.403361 0.1 -0.2 0.0
H 3.054162 -0.764138 5.351633 -0.1 0.0 0.0
O -3.842005 6.011206 -0.444797 0.3 0.0 -0.1
H 2.388583 -6.418695 -2.610506 0.0 -0.1 0.1
H -6.799541 1.263915 -2.646285 -0.1 0.1 -0.1
H 2.496222 -2.045930 1.662497 0.0 0.0 0.1
H -2.490016 10.007978 -0.330688 -0.1 0.0 0.0
H -6.556430 4.019950 0.029192 0.0 0.0 0.0
H -3.937999 7.030983 -2.247443 0.1 0.0 -0.1
H -0.327966 -2.488127 4.323725 0.0 0.1 -0.1
H -2.506218 -1.569463 4.114253 -0.1 0.0 0.0
C -2.045783 -1.874297 3.170901 0.3 -0.2 -0.2
O -2.812742 -2.619737 0.928299 -0.1 -0.2 -0.3
H 4.407452 -0.847049 -0.719177 0.0 0.1 0.1
H -3.156980 2.174592 -1.737839 0.0 -0.1 0.0
H -1.603360 8.605147 -0.926497 0.0 0.0 0.0
H 2.259084 -7.684756 -0.484951 0.0 0.0 0.0
H -2.348731 -4.638226 1.250371 0.0 0.0 0.1
C -6.252683 3.482026 -0.867376 0.0 0.1 0.0
H 5.743688 1.087985 -2.270306 0.2 0.0 0.0
H -3.525786 -3.419809 2.705906 0.1 -0.1 0.0
H -6.233838 4.195923 -1.693557 0.0 0.0 0.0
O -3.980401 -3.061563 -3.594659 0.1 3.2 0.7
C 6.090544 -1.867556 -1.155387 0.0 0.4 -0.1
H -1.352070 -3.830769 3.816377 0.0 0.0 0.0
H 4.365268 -0.686192 4.182680 0.0 0.1 -0.1
H 1.277007 -7.101495 0.857923 0.0 0.1 0.0
H -3.971818 5.274389 -2.334692 0.0 0.0 0.0
C 2.204049 -5.474856 -2.084441 -0.2 0.2 -0.1
H -7.026090 2.741176 -1.073195 0.0 0.0 0.0
N 1.713131 1.495218 4.406141 0.1 -0.2 0.1
C 3.318091 -0.406507 4.353187 0.0 0.1 0.3
H -2.245963 -4.039553 -0.412671 -0.1 -0.1 0.0
H 6.482706 -2.868345 -0.951366 -0.1 0.0 -0.1
H 1.218352 0.978514 3.683023 0.0 0.0 0.0
H 2.242248 -4.097635 0.130550 0.0 0.0 0.2
C 4.516561 -5.519957 -1.494023 0.1 0.3 0.2
O 2.466960 -1.105927 3.466046 0.1 -0.1 -0.1
N -4.492870 8.510623 0.842556 0.1 -0.2 0.1
H 0.827600 -3.767172 -0.540555 0.0 0.0 0.0
C 5.719575 0.540029 -3.214583 -0.3 0.1 0.0
N 4.851564 -1.699814 -0.388958 -0.1 -0.2 -0.2
H -3.263311 8.910159 -1.455133 0.0 0.0 0.0
C 3.129074 1.118499 4.328537 -0.1 0.0 -0.3
C 2.917004 -1.149887 2.124352 -0.3 0.0 0.1
C -2.585442 8.957428 -0.602870 0.2 0.1 0.0
H 0.413179 -6.018940 -1.067947 0.0 0.1 -0.1
C -2.909188 6.632082 0.428251 0.0 0.0 0.4
C 1.421713 -5.703441 -0.780551 0.3 0.0 0.2
H 6.771937 -1.796672 -3.235917 0.1 0.1 0.1
H 5.173047 1.146530 -3.937152 0.0 -0.1 0.0
C 3.756338 1.792940 3.112865 0.2 0.1 0.0
O -4.728901 1.175839 -2.505228 0.1 0.0 -0.2
H -2.982246 -1.962643 -1.678139 0.1 -0.3 -0.5
H 3.631618 1.516727 5.214641 0.0 -0.1 0.1
H 5.273795 -2.677203 -2.964583 -0.1 0.0 0.0
H 2.545258 -0.284492 1.566786 0.2 0.0 -0.1
H 5.424203 -5.025639 -1.841153 -0.1 0.0 -0.1
H 8.001631 -0.845807 -1.301614 0.0 0.0 0.0
N -5.007505 1.746679 0.307369 0.3 -0.1 -0.2
H 1.585578 -4.860208 -2.746807 0.0 0.0 0.0
H -0.990164 -3.592605 0.737578 0.0 -0.2 0.2
C 7.125523 -0.867610 -0.650616 0.2 0.0 0.1
N -3.131359 -4.211483 -3.756980 1.2 -2.7 0.5
O 3.406273 -4.748192 -1.927810 0.0 -0.1 -0.1
H 7.460015 -1.144313 0.349279 -0.1 0.0 0.0
C -4.882962 2.847471 -0.657480 -0.2 -0.2 -0.1
C -3.163852 -2.468920 2.299136 -0.2 0.3 0.3
H -5.915384 2.275036 -3.826675 0.0 0.0 0.0
O -2.688918 -4.583657 -2.762029 -0.1 0.4 -0.7
H -1.883260 6.382858 0.129425 0.0 0.1 -0.1
H -4.215338 3.173695 -2.720617 -0.1 0.0 -0.1
N 1.304919 -4.474043 0.013168 -0.1 0.1 -0.3
H -2.507278 8.451727 1.458159 0.0 -0.1 0.0
H 3.831478 2.868203 3.276232 -0.1 0.0 0.0
H 4.497255 -6.534487 -1.898544 -0.1 0.0 0.0
H 4.199745 -2.433396 -0.660961 0.0 -0.1 0.0
H -4.802039 8.058417 1.698216 0.0 0.1 0.1
C 5.832982 -1.784779 -2.669412 -0.1 -0.3 0.0
H -0.264978 -3.042661 2.664856 0.0 0.0 0.0
S -3.253042 -1.681830 -3.012926 -0.8 -0.3 0.0
H -3.075225 6.168410 1.403844 -0.1 0.0 0.0
H 1.322381 1.135344 5.271758 0.0 0.1 0.1
H 6.724660 0.143648 -0.584056 -0.1 0.0 0.0
C 2.003355 -6.801394 0.102993 -0.1 -0.2 0.0
H -4.080591 1.394681 0.533453 0.0 0.1 0.2
C -5.912436 1.331725 -3.277115 0.0 -0.3 0.1
H -2.168653 0.025721 2.433942 0.1 0.1 0.2
H -4.010503 -1.777990 2.309074 0.0 0.0 -0.1
H 4.003381 -1.202147 2.053056 0.0 0.0 0.0
H 3.163418 1.648012 2.209506 0.0 -0.1 0.0
H -5.459328 0.969033 -0.166088 -0.2 0.0 0.1
H -2.437668 6.091169 -1.985269 0.0 0.1 0.0
C -0.937822 -2.868968 3.505665 0.0 0.0 0.1
H 6.736310 0.391037 -3.585832 0.0 0.0 0.1
C -3.094940 8.150374 0.586754 -0.2 0.0 -0.3
N -1.448124 -0.680946 2.558731 -0.3 0.0 -0.1
H 4.762599 1.411110 2.926234 0.0 0.0 0.0
C -3.517999 6.119505 -1.818476 -0.3 0.0 0.1
I -1.017698 -1.492632 -3.927600 -0.6 -0.2 0.4
H -4.241833 3.611820 -0.214325 0.1 0.0 -0.1
H 2.896714 -6.474107 0.633507 0.0 0.1 0.0

---

Computed Kohn-Sham gap (eV) in order:
10.057; 3.916